Entry 1:
{
  "formula": "C5H24NO6",
  "method": "wB97M-V/def2-TZVPD",
  "relative_energy_ev": 3.477,
  "total_charge": 1,
  "max_force_ev_per_a": 8.61,
  "orbital_gap_ev": 11.58,
  "lumo_ev": -2.57,
  "species": ["C", "O", "C", "C", "C", "C", "N", "H", "H", "H", "H", "H", "H", "H", "H", "H", "H", "H", "H", "H", "H", "H", "H", "O", "H", "H", "O", "H", "H", "O", "H", "H", "O", "H", "H", "O"],
  "positions_angstrom": [[0.0280, -1.8163, -1.4854], [1.2436, -1.7310, -2.2665], [0.1070, -0.9672, -0.1908], [-1.3038, -0.5489, 0.2738], [-1.8918, 0.8694, 0.0546], [-1.5142, -0.9540, 1.7846], [0.8001, 0.3740, -0.6542], [-0.7775, -1.4157, -1.9595], [-0.1003, -2.8641, -1.1888], [2.0691, -2.1436, -1.8341], [0.7427, -1.0480, 0.6960], [-2.0008, -1.1356, -0.3807], [-1.8750, 1.2483, -0.9785], [-1.6215, 1.7722, 0.7158], [-2.8896, 0.9892, 0.4822], [-1.5274, -2.0064, 2.0025], [-0.7902, -0.6456, 2.5533], [-2.4773, -0.3981, 2.1506], [0.8654, 1.0579, 0.1467], [1.8445, 0.1699, -0.9941], [0.3985, 0.8052, -1.5396], [1.9449, -4.7514, -0.6270], [1.3903, -4.8416, 0.6720], [2.0466, -4.3897, 0.3174], [-1.9528, 2.2643, 3.0158], [-1.1238, 2.1384, 4.0989], [-1.0184, 2.1129, 3.2135], [0.6165, 2.5846, 1.7636], [0.3896, 3.9079, 0.9027], [0.7273, 2.9134, 0.8619], [-0.5496, 1.7853, -3.6806], [-1.0976, 0.4102, -3.4331], [-0.9171, 1.2286, -3.0246], [4.0097, 1.4628, -0.0609], [2.7682, 2.1641, -0.7008], [3.4366, 1.3986, -0.7066]],
  "lowdin_charge": [-0.164, -0.079, -0.186, -0.336, -0.089, -0.063, 0.141, 0.077, 0.133, 0.144, 0.155, 0.141, 0.059, 0.076, 0.077, 0.064, 0.068, 0.108, 0.114, 0.165, 0.130, 0.097, -0.058, -0.018, 0.066, -0.008, -0.002, 0.014, 0.142, -0.111, 0.052, 0.038, 0.002, -0.039, 0.094, -0.002]
}

Entry 2:
{
  "formula": "C2Cl6P2",
  "method": "wB97M-V/def2-TZVPD",
  "smiles": "ClP=C(Cl)Cl.ClP=C(Cl)Cl",
  "total_charge": 0,
  "max_force_ev_per_a": 1.62,
  "orbital_gap_ev": 8.62,
  "lumo_ev": -0.52,
  "species": ["C", "C", "P", "P", "Cl", "Cl", "Cl", "Cl", "Cl", "Cl"],
  "positions_angstrom": [[-2.9902, 0.3017, -0.0674], [2.8511, 0.6436, -0.0059], [1.5180, -0.1151, 0.7085], [-2.6108, -0.9317, -1.1674], [-4.0846, 1.5328, -0.5474], [-2.3856, 0.4434, 1.5280], [4.1636, -0.1484, -0.7757], [2.9383, 2.3552, -0.0286], [1.9635, -2.0334, 0.4608], [-1.3635, -2.0483, -0.1049]],
  "lowdin_charge": [-1.627, -1.622, 0.423, 0.440, 0.540, 0.526, 0.540, 0.543, 0.130, 0.107]
}

Entry 3:
{
  "formula": "C20H23N3O3",
  "method": "wB97M-V/def2-TZVPD",
  "relative_energy_ev": 0.431,
  "smiles": "Cc1ccnc(C)c1C(=O)NC[C@@H]1Cc2ccccc2CN1C(=O)CO",
  "total_charge": 0,
  "max_force_ev_per_a": 0.24,
  "orbital_gap_ev": 9.66,
  "lumo_ev": 0.42,
  "species": ["C", "C", "C", "C", "N", "C", "C", "C", "C", "O", "N", "C", "C", "C", "C", "C", "C", "C", "C", "C", "C", "N", "C", "O", "C", "O", "H", "H", "H", "H", "H", "H", "H", "H", "H", "H", "H", "H", "H", "H", "H", "H", "H", "H", "H", "H", "H", "H", "H"],
  "positions_angstrom": [[-2.0137, 1.1288, 2.3339], [-2.8262, 0.8525, 1.0992], [-4.2090, 0.7377, 1.1501], [-4.9071, 0.4835, -0.0172], [-4.3334, 0.3508, -1.2098], [-3.0084, 0.4671, -1.2801], [-2.3816, 0.3597, -2.6412], [-2.2254, 0.7034, -0.1481], [-0.7374, 0.8416, -0.2926], [-0.1981, 1.8797, -0.6362], [-0.0277, -0.2814, -0.0103], [1.4181, -0.2924, -0.1077], [1.9015, -0.2947, -1.5652], [1.5158, -1.5690, -2.3098], [2.2446, -2.7550, -1.7421], [1.6506, -4.0109, -1.6636], [2.3337, -5.0872, -1.1225], [3.6235, -4.9081, -0.6389], [4.2143, -3.6576, -0.7018], [3.5362, -2.5762, -1.2566], [4.2364, -1.2444, -1.3338], [3.3449, -0.1214, -1.6195], [3.9405, 1.0879, -1.7811], [5.1566, 1.2099, -1.7532], [3.0722, 2.3148, -2.0397], [3.8413, 3.4744, -1.8831], [-1.2248, 1.8533, 2.1307], [-2.6434, 1.5203, 3.1309], [-1.5406, 0.2146, 2.6983], [-4.7381, 0.8516, 2.0874], [-5.9872, 0.3875, 0.0021], [-2.0331, 1.3396, -2.9727], [-1.5174, -0.3076, -2.6369], [-3.1163, -0.0106, -3.3513], [-0.5273, -1.1134, 0.2524], [1.8124, 0.5971, 0.3876], [1.7925, -1.1689, 0.4221], [1.4359, 0.5517, -2.0652], [0.4368, -1.7235, -2.2506], [1.7592, -1.4379, -3.3681], [0.6398, -4.1418, -2.0339], [1.8620, -6.0597, -1.0702], [4.1639, -5.7405, -0.2074], [5.2170, -3.5138, -0.3154], [4.7759, -1.0575, -0.4008], [5.0011, -1.2724, -2.1135], [2.6548, 2.2306, -3.0541], [2.2312, 2.3664, -1.3458], [4.7466, 3.2304, -2.1273]],
  "lowdin_charge": [-0.023, -0.207, -0.026, -0.130, 0.105, -0.271, -0.011, -0.067, -0.467, 0.088, 0.102, -0.098, -0.260, -0.072, -0.180, -0.036, -0.084, -0.082, -0.034, -0.157, -0.070, -0.001, -0.412, 0.065, -0.176, -0.041, 0.088, 0.081, 0.088, 0.110, 0.106, 0.093, 0.065, 0.080, 0.153, 0.135, 0.135, 0.129, 0.106, 0.137, 0.113, 0.102, 0.103, 0.118, 0.137, 0.141, 0.136, 0.109, 0.082]
}

Entry 4:
{
  "formula": "C2H2CaO2",
  "method": "wB97M-V/def2-TZVPD",
  "relative_energy_ev": 1.132,
  "total_charge": 1,
  "max_force_ev_per_a": 4.90,
  "orbital_gap_ev": [5.16, 7.37],
  "multiplicity": 2,
  "s2": 0.75,
  "lumo_ev": [-6.01, -6.23],
  "species": ["O", "C", "C", "O", "H", "Ca", "H"],
  "positions_angstrom": [[-1.1829, 1.3965, -0.8271], [-0.3088, 0.6474, -0.8508], [-0.2326, -0.5290, 0.0797], [0.8758, -0.4585, 0.7881], [-0.4175, -1.4474, -0.5138], [2.6561, 0.5597, 0.8871], [-1.3901, -0.1688, 0.4367]],
  "lowdin_charge": [0.127, -0.190, -0.419, -0.494, 0.126, 1.662, 0.189]
}